16
Properties=species:S:1:pos:R:3 method="wB97M-V/def2-TZVPD" homo_ha=-0.192 total_charge=-1 homo_lumo_gap_ev=8.68
C 3.329 -1.822 0.201
C 0.221 2.911 0.328
C -0.301 -0.141 -0.588
C -0.203 0.509 0.799
N 2.710 -0.820 0.130
N -0.289 1.927 0.755
O 3.815 -2.891 0.289
O 0.483 4.007 0.042
O 4.419 1.237 0.274
O 2.562 1.395 -1.316
S 2.979 1.104 0.056
H -1.172 -0.789 -0.660
H -0.367 0.622 -1.359
H 0.599 -0.718 -0.775
H -1.034 0.193 1.439
H 0.740 0.219 1.272

---

71
Properties=species:S:1:pos:R:3 method="wB97M-V/def2-TZVPD" spin_multiplicity=5 homo_ha="-0.213 / -0.257" total_charge=0 homo_lumo_gap_ev="6.04 / 6.69"
Cr 0.041 -0.265 -0.085
C 2.472 0.671 -1.589
N 2.192 0.502 -0.145
C 2.241 1.856 0.460
C 2.056 1.918 1.980
C 0.875 1.086 2.493
N -0.144 1.083 1.463
C -1.046 1.990 1.470
C -1.877 2.330 0.344
C -2.988 3.162 0.548
C -3.760 3.594 -0.504
C -3.394 3.220 -1.802
C -2.293 2.428 -2.034
C -1.511 1.944 -0.969
O -0.468 1.193 -1.226
C 3.278 -0.321 0.432
C 3.064 -1.811 0.249
C 2.013 -2.382 1.198
N 0.633 -2.256 0.709
C -1.068 -3.361 -0.069
C -2.353 -2.740 -0.518
C -3.293 -3.527 -1.177
C -4.479 -2.999 -1.663
C -4.737 -1.644 -1.488
C -3.819 -0.841 -0.835
C -2.626 -1.378 -0.346
O -1.778 -0.602 0.332
H 3.405 1.232 -1.719
H 1.652 1.207 -2.061
H 2.581 -0.303 -2.058
H 1.464 2.440 -0.032
H 3.204 2.320 0.209
H 1.876 2.971 2.213
H 2.967 1.641 2.512
H 0.492 1.502 3.430
H 1.169 0.054 2.691
H -1.159 2.604 2.369
H -3.236 3.454 1.563
H -4.625 4.220 -0.334
H -3.987 3.559 -2.643
H -2.014 2.131 -3.036
H 3.343 -0.114 1.500
H 4.227 0.001 -0.016
H 4.010 -2.312 0.467
H 2.836 -2.052 -0.790
H 2.070 -1.869 2.162
H 2.243 -3.426 1.392
H -1.157 -4.427 -0.269
H -3.079 -4.582 -1.312
H -5.191 -3.636 -2.171
H -5.658 -1.213 -1.861
H -3.998 0.218 -0.685
N -1.104 -2.454 2.415
C -0.436 -3.139 1.351
C 0.129 -4.448 1.821
C 0.862 -5.284 1.041
C 1.322 -5.094 -0.301
C 1.119 -3.992 -1.135
C 1.560 -3.947 -2.456
C 1.302 -2.853 -3.294
C 0.653 -1.748 -2.766
N 0.221 -1.686 -1.512
C 0.281 -2.833 -0.657
H -1.672 -1.699 2.043
H -1.678 -3.087 2.956
H -0.065 -4.722 2.852
H 1.176 -6.214 1.503
H 1.893 -5.911 -0.727
H 2.109 -4.801 -2.837
H 1.616 -2.850 -4.326
H 0.505 -0.850 -3.356

---

86
Properties=species:S:1:pos:R:3 method="wB97M-V/def2-TZVPD" spin_multiplicity=3 homo_ha="-0.349 / -0.364" total_charge=+1 homo_lumo_gap_ev="6.44 / 6.76"
V -0.431 -0.296 0.143
O -1.930 5.124 2.493
C -1.651 3.921 1.958
C -2.224 3.487 0.758
C -1.868 2.237 0.298
N -0.993 1.500 0.968
C -0.494 1.862 2.148
C -0.791 3.092 2.687
C 0.322 0.676 2.668
O 0.650 0.755 4.075
O -0.297 -0.440 2.261
C -2.491 1.457 -0.862
O -3.302 1.965 -1.602
O -2.111 0.209 -0.869
H -2.519 5.622 1.916
H -2.943 4.082 0.208
H -0.412 3.403 3.650
Br 3.513 0.777 6.242
C 3.001 0.193 4.526
C 2.032 1.063 3.789
C 1.848 0.757 2.305
C 2.291 -0.608 1.893
C 3.019 -1.394 2.692
C 3.474 -0.934 4.003
N 1.671 -1.063 0.710
C 2.188 -1.947 -0.039
C 1.410 -2.424 -1.190
C 2.010 -3.127 -2.221
C 1.257 -3.434 -3.346
C -0.061 -3.019 -3.397
C -0.589 -2.334 -2.311
N 0.117 -2.065 -1.217
H 2.245 2.114 3.993
H 2.134 1.527 1.591
H 3.222 -2.422 2.420
H 4.168 -1.552 4.557
H 3.198 -2.331 0.108
H 3.055 -3.397 -2.152
H 1.701 -3.967 -4.176
H -0.676 -3.200 -4.267
H -1.602 -1.949 -2.333
C -2.831 -3.751 2.438
C -1.716 -2.838 1.885
N -2.289 -1.787 1.033
C -3.118 -0.884 1.844
C -4.142 -1.685 2.668
N -4.145 -3.089 2.132
C -4.376 -3.053 0.649
C -3.129 -2.412 0.006
H -2.775 -3.872 3.519
H -2.857 -4.736 1.973
H -1.019 -3.423 1.285
H -1.156 -2.349 2.680
H -3.613 -0.188 1.168
H -2.449 -0.329 2.498
H -5.156 -1.300 2.573
H -3.882 -1.747 3.723
H -4.894 -3.616 2.576
H -5.281 -2.471 0.486
H -4.547 -4.075 0.314
H -3.412 -1.649 -0.716
H -2.532 -3.171 -0.499
N 0.573 0.649 -1.122
C 1.260 1.305 -1.941
C 1.016 1.155 -3.415
C -0.258 0.800 -3.861
C -0.493 0.603 -5.212
C 0.543 0.743 -6.129
C 1.810 1.101 -5.691
C 2.043 1.318 -4.340
C 2.338 2.261 -1.518
C 3.378 1.836 -0.699
C 4.351 2.730 -0.275
C 4.285 4.061 -0.660
C 3.254 4.490 -1.486
C 2.293 3.592 -1.925
H -1.059 0.701 -3.138
H -1.489 0.353 -5.554
H 0.357 0.590 -7.184
H 2.616 1.220 -6.404
H 3.029 1.610 -4.002
H 3.424 0.796 -0.402
H 5.164 2.387 0.354
H 5.040 4.761 -0.327
H 3.204 5.526 -1.794
H 1.501 3.921 -2.587

---

DFT total energy values, unit a.u., following the record order: -964.16513; -2631.75636; -5691.67118.
Energy above the lowest of the compared OMol25 structures with the same formula, charge and spin values, unit kJ/mol, following the record order: 0.00; 1.00; 206.43.